# 1
# C4H10NS

A structure of composition C4H10NS at a distorted geometry (wB97M-V/def2-TZVPD, the OMol25 dataset).

Values from the calculation:
Charge: +1
HOMO-LUMO gap (eV): 10.2
Strongest force on any atom (eV Å⁻¹): 3.70
E_tot (Ha): -611.0299
M (g/mol): 104.20

Atoms and positions in Å:
1 C 0.979 1.423 -0.128
2 C 2.041 0.468 0.214
3 C -0.257 0.461 -0.135
4 C -2.807 -0.543 -0.207
5 N 1.149 -0.790 0.376
6 S -1.719 0.654 0.678
7 H 0.990 2.235 0.559
8 H 1.077 1.906 -1.186
9 H 2.823 0.344 -0.556
10 H 2.531 0.618 1.173
11 H -0.289 0.010 -1.080
12 H -2.659 -0.506 -1.300
13 H -3.930 -0.392 -0.188
14 H -2.749 -1.576 0.211
15 H 1.323 -1.682 -0.197
16 H 1.080 -0.959 1.313

These are the Löwdin partial charges, in e, on atoms 1 to 2: -0.184, -0.151

=====

# 2
# C4H10NS

The ion C4H10NS with charge +1 at a distorted geometry (wB97M-V/def2-TZVPD, the OMol25 dataset).

Values from the calculation:
Charge: +1
SMILES: C[C@@]1(S)C[C@@H]1[NH3+]
HOMO-LUMO gap (eV): 10.5
Strongest force on any atom (eV Å⁻¹): 2.97
E_tot (Ha): -611.0670
M (g/mol): 104.20

Atoms and positions in Å:
1 C 0.313 -0.628 -1.119
2 C -0.219 0.803 -0.534
3 C -0.166 -0.465 0.296
4 C -1.441 -1.115 0.757
5 N 0.821 1.800 -0.282
6 S 1.142 -0.404 1.587
7 H -0.330 -1.123 -1.825
8 H 1.368 -0.684 -1.323
9 H -1.164 1.175 -0.893
10 H -1.291 -2.186 0.879
11 H -2.239 -0.961 0.037
12 H -1.751 -0.701 1.715
13 H 0.441 2.610 0.227
14 H 1.279 2.129 -1.140
15 H 1.513 1.307 0.347
16 H 1.723 -1.556 1.271

These are the Löwdin partial charges, in e, on atoms 1 to 2: -0.006, -0.205

=====

Number 1: HOMO -0.521 Ha. Number 2: HOMO -0.513 Ha.